The following is a DFT calculation (ωB97M-V/def2-TZVPD) of 6 unconnected molecules or ions with the total composition C27H56ClN3O15.

Calculated values
spin multiplicity: 1
net charge: -2

Geometry (Å):
C: 4.479 1.023 2.500
C: 5.355 2.259 3.050
C: 5.330 1.942 4.600
C: 6.144 2.713 5.622
C: 7.587 2.556 5.087
C: 7.883 2.840 3.558
N: 6.825 2.204 2.733
O: 7.104 2.214 1.281
C: 9.346 2.351 3.396
C: 7.823 4.459 3.536
C: 4.608 3.584 2.797
H: 3.932 1.301 1.599
H: 3.615 0.876 3.148
H: 5.037 0.096 2.373
H: 5.514 0.899 4.860
H: 4.323 2.066 4.997
H: 6.128 2.337 6.645
H: 5.871 3.768 5.603
H: 7.913 1.549 5.348
H: 8.191 3.248 5.675
H: 9.702 2.532 2.382
H: 9.505 1.273 3.424
H: 10.043 2.807 4.100
H: 8.811 4.913 3.618
H: 7.313 4.969 4.353
H: 7.467 4.789 2.560
H: 3.585 3.471 3.156
H: 4.600 3.873 1.746
H: 5.003 4.363 3.449
Cl: -0.472 -3.233 -0.644
O: 0.247 -2.020 -0.418
O: 0.053 -4.397 0.030
O: -1.843 -3.116 -0.212
O: -0.474 -3.519 -2.065
C: -3.869 -9.278 -1.113
C: -4.157 -7.807 -1.590
O: -4.508 -7.949 -2.921
C: -4.872 -9.265 -3.133
O: -5.567 -9.558 -4.060
O: -4.546 -10.134 -2.096
H: -4.184 -9.302 -0.070
H: -2.843 -9.634 -1.197
H: -3.195 -7.308 -1.472
H: -4.914 -7.390 -0.926
C: -2.338 -1.363 4.706
C: -0.967 -1.308 4.236
O: -0.305 -0.826 5.402
C: -1.157 -0.810 6.433
O: -0.854 -0.570 7.573
O: -2.280 -1.236 6.024
H: -2.696 -2.378 4.535
H: -2.807 -0.517 4.203
H: -0.713 -0.622 3.428
H: -0.727 -2.316 3.900
C: 7.085 -4.157 -4.974
O: 6.809 -3.096 -3.986
C: 5.458 -3.114 -3.572
C: 5.120 -2.408 -2.209
N: 5.088 -0.909 -2.253
C: 4.296 -0.407 -3.438
C: 4.458 1.183 -3.458
O: 5.843 1.601 -3.214
C: 5.904 3.002 -3.065
H: 6.797 -3.925 -6.000
H: 6.613 -5.044 -4.550
H: 8.174 -4.173 -4.941
H: 5.103 -4.094 -3.255
H: 4.697 -2.975 -4.339
H: 5.913 -2.759 -1.548
H: 4.231 -2.880 -1.790
H: 4.372 -0.803 -1.548
H: 3.293 -0.833 -3.414
H: 4.730 -0.717 -4.389
H: 3.970 1.651 -2.604
H: 4.102 1.574 -4.411
H: 5.181 3.290 -2.302
H: 5.596 3.672 -3.868
H: 6.897 3.297 -2.725
C: -14.004 5.371 -2.894
O: -13.770 4.489 -1.734
C: -12.336 4.202 -1.537
C: -11.889 3.309 -2.663
N: -10.490 2.824 -2.607
C: -10.234 1.592 -1.796
C: -8.792 1.467 -1.521
O: -8.405 0.790 -2.629
C: -7.604 -0.353 -2.558
H: -13.270 5.526 -3.684
H: -14.324 6.350 -2.536
H: -14.951 5.040 -3.321
H: -12.254 3.741 -0.553
H: -11.664 5.047 -1.381
H: -12.073 3.636 -3.687
H: -12.633 2.518 -2.563
H: -10.125 2.465 -3.477
H: -10.705 0.738 -2.281
H: -10.678 1.753 -0.814
H: -8.440 0.971 -0.616
H: -8.198 2.373 -1.635
H: -7.393 -1.007 -3.404
H: -7.950 -1.079 -1.822
H: -6.600 -0.159 -2.182

Atom charges from the Mulliken analysis, given in e for atoms 1 to 4: -1.590, 1.469, -1.389, -0.688

The following is a DFT calculation (ωB97M-V/def2-TZVPD) of a single C3H5NO2 molecule.

Calculated values
spin multiplicity: 1
net charge: 0
relative energy (zero: lowest compared OMol25 entry of this formula, charge and spin): 403.0 kJ/mol

Geometry (Å):
C: -0.460 0.666 0.281
C: -1.299 0.718 1.497
C: 1.131 -0.482 -1.236
N: 0.216 -0.550 -0.069
O: 0.144 -1.611 0.567
O: -2.169 1.536 1.738
H: -0.541 1.455 -0.535
H: -1.153 -0.237 2.084
H: 2.162 -0.989 -0.905
H: 1.276 0.517 -1.464
H: 0.693 -1.024 -1.958

Atom charges from the natural (NBO) analysis, given in e for atoms 1 to 4: -0.210, 0.355, -0.422, 0.191

The following is a DFT calculation (ωB97M-V/def2-TZVPD) of a molecular structure, C31H49BrFN7OPSiTi.

Calculated values
spin multiplicity: 1
net charge: -1
relative energy (zero: lowest compared OMol25 entry of this formula, charge and spin): 71.2 kJ/mol

Geometry (Å):
Ti: 0.520 0.756 -0.057
C: -1.141 -3.648 -1.251
Si: -0.305 -2.096 -1.933
C: 0.553 -2.494 -3.553
C: -1.732 -0.997 -2.405
N: 0.740 -1.338 -0.792
C: 1.838 -2.037 -0.358
C: 2.209 -3.352 -0.742
C: 3.332 -3.998 -0.243
C: 4.174 -3.384 0.673
C: 3.856 -2.091 1.076
C: 2.738 -1.483 0.566
F: 2.465 -0.215 0.996
H: -1.911 -3.988 -1.949
H: -1.639 -3.393 -0.309
H: -0.470 -4.484 -1.054
H: -0.143 -2.983 -4.243
H: 1.435 -3.127 -3.451
H: 0.877 -1.553 -4.008
H: -2.391 -1.533 -3.095
H: -1.353 -0.101 -2.897
H: -2.309 -0.688 -1.531
H: 1.601 -3.878 -1.462
H: 3.551 -5.003 -0.587
H: 5.053 -3.884 1.055
H: 4.467 -1.539 1.779
C: -1.135 -2.736 4.222
C: -0.936 -1.457 3.444
C: -1.182 -0.196 4.003
C: -0.957 0.963 3.294
C: -0.506 0.849 1.984
Br: 1.877 2.720 1.026
N: -0.324 -0.352 1.470
C: -0.488 -1.495 2.139
H: -1.309 -2.528 5.278
H: -0.259 -3.381 4.143
H: -1.991 -3.298 3.843
H: -1.540 -0.134 5.029
H: -1.109 1.925 3.771
H: -0.259 -2.416 1.612
O: 3.199 0.728 -3.516
C: 2.547 0.858 -2.523
N: 1.914 1.020 -1.534
N: -0.835 1.596 -0.926
P: -1.334 3.067 -1.051
N: -2.555 3.165 -2.181
C: -2.921 4.485 -2.687
C: -4.288 4.436 -3.367
C: -5.248 3.592 -2.537
C: -4.779 2.127 -2.515
C: -3.262 2.027 -2.744
N: -0.222 4.164 -1.575
C: 0.009 5.524 -1.098
C: 0.532 6.385 -2.239
C: 1.896 5.871 -2.727
C: 1.981 4.339 -2.607
C: 0.597 3.725 -2.715
N: -2.026 3.803 0.292
C: -3.289 3.203 0.737
C: -4.113 4.231 1.505
C: -3.324 4.776 2.693
C: -1.959 5.282 2.234
C: -1.223 4.200 1.455
H: -2.162 4.865 -3.383
H: -2.967 5.184 -1.845
H: -4.199 4.008 -4.370
H: -4.658 5.456 -3.489
H: -6.267 3.664 -2.922
H: -5.266 3.996 -1.519
H: -5.283 1.555 -3.300
H: -5.049 1.660 -1.566
H: -3.058 1.955 -3.819
H: -2.864 1.128 -2.292
H: 0.752 5.528 -0.290
H: -0.922 5.932 -0.701
H: 0.608 7.422 -1.902
H: -0.195 6.369 -3.057
H: 2.695 6.331 -2.139
H: 2.049 6.182 -3.764
H: 2.387 4.043 -1.637
H: 2.636 3.917 -3.371
H: 0.666 2.641 -2.693
H: 0.123 4.016 -3.666
H: -3.090 2.334 1.379
H: -3.844 2.851 -0.128
H: -5.048 3.772 1.839
H: -4.369 5.051 0.826
H: -3.175 3.971 3.421
H: -3.885 5.568 3.196
H: -1.352 5.583 3.092
H: -2.088 6.163 1.593
H: -1.038 3.334 2.096
H: -0.246 4.535 1.139

Atom charges from the Mulliken analysis, given in e for atoms 1 to 4: -0.860, -1.257, -0.033, -1.196

The following is a DFT calculation (ωB97M-V/def2-TZVPD) of a molecular structure, C8H18InO8.

Calculated values
spin multiplicity: 1
net charge: +1
relative energy (zero: lowest compared OMol25 entry of this formula, charge and spin): 0.0 kJ/mol

Geometry (Å):
In: 0.376 -0.650 -0.205
C: -3.211 -0.675 -2.141
O: -1.973 -0.795 -1.676
H: -3.314 0.116 -2.894
H: -3.598 -1.632 -2.547
H: -3.969 -0.460 -1.352
C: 2.365 -4.041 -0.845
O: 1.820 -3.026 -0.141
H: 3.377 -3.731 -1.164
H: 2.360 -5.009 -0.331
H: 1.808 -4.159 -1.809
C: 1.400 5.069 -2.570
O: 1.536 3.688 -2.233
C: 0.496 2.912 -2.066
O: 0.602 1.750 -1.757
O: -0.664 3.541 -2.252
C: -1.838 2.708 -2.219
H: 1.149 5.198 -3.619
H: 2.345 5.564 -2.361
H: 0.685 5.566 -1.916
H: -2.626 3.448 -2.101
H: -1.823 2.057 -1.348
H: -1.974 2.117 -3.120
C: -0.211 0.531 4.174
O: 0.406 -0.705 4.509
C: 0.379 -1.623 3.566
O: -0.057 -1.452 2.444
O: 0.947 -2.709 4.036
C: 1.066 -3.815 3.150
H: -0.269 1.154 5.054
H: -1.200 0.345 3.745
H: 0.274 1.043 3.336
H: 2.117 -3.981 2.907
H: 0.632 -3.659 2.161
H: 0.586 -4.685 3.584

Atom charges from the natural (NBO) analysis, given in e for atoms 1 to 4: 1.226, -0.278, -0.505, 0.159

Calculated values (eV) of HOMO energy for the records, taken in order: 0.073; -9.296; -4.237; -11.794.